Record 1
{
  "formula": "C63H133N7O7",
  "method": "ωB97M-V with the def2-TZVPD basis set",
  "multiplicity": 1,
  "smiles": "CC1(C)CCCC(C)(C)N1O.CC1(C)CCCC(C)(C)N1O.CC1(C)CCCC(C)(C)N1O.CC1(C)CCCC(C)(C)N1O.CC1(C)CCCC(C)(C)N1O.CC1(C)CCCC(C)(C)N1O.CC1(C)CCCC(C)(C)N1O",
  "total_charge": 0,
  "symbols": ["C", "C", "C", "C", "C", "C", "N", "O", "C", "C", "C", "H", "H", "H", "H", "H", "H", "H", "H", "H", "H", "H", "H", "H", "H", "H", "H", "H", "H", "H", "C", "C", "C", "C", "C", "C", "N", "O", "C", "C", "C", "H", "H", "H", "H", "H", "H", "H", "H", "H", "H", "H", "H", "H", "H", "H", "H", "H", "H", "H", "C", "C", "C", "C", "C", "C", "N", "O", "C", "C", "C", "H", "H", "H", "H", "H", "H", "H", "H", "H", "H", "H", "H", "H", "H", "H", "H", "H", "H", "H", "C", "C", "C", "C", "C", "C", "N", "O", "C", "C", "C", "H", "H", "H", "H", "H", "H", "H", "H", "H", "H", "H", "H", "H", "H", "H", "H", "H", "H", "H", "C", "C", "C", "C", "C", "C", "N", "O", "C", "C", "C", "H", "H", "H", "H", "H", "H", "H", "H", "H", "H", "H", "H", "H", "H", "H", "H", "H", "H", "H", "C", "C", "C", "C", "C", "C", "N", "O", "C", "C", "C", "H", "H", "H", "H", "H", "H", "H", "H", "H", "H", "H", "H", "H", "H", "H", "H", "H", "H", "H", "C", "C", "C", "C", "C", "C", "N", "O", "C", "C", "C", "H", "H", "H", "H", "H", "H", "H", "H", "H", "H", "H", "H", "H", "H", "H", "H", "H", "H", "H"],
  "xyz": [[10.5784, -6.9587, 5.0239], [10.7889, -6.1312, 3.7617], [11.9419, -6.7243, 3.0034], [11.6435, -8.0481, 2.3827], [10.4271, -7.8146, 1.4243], [9.1556, -7.2641, 2.0895], [9.5844, -6.0722, 2.9293], [8.4676, -5.6017, 3.5624], [8.1600, -6.8261, 0.9333], [8.2328, -8.3504, 2.7766], [11.2024, -4.6536, 4.2370], [10.2707, -8.0035, 4.9796], [9.8675, -6.4520, 5.6765], [11.4773, -6.9176, 5.6391], [12.2650, -5.9418, 2.3167], [12.7902, -6.9610, 3.6455], [11.4273, -8.7556, 3.1832], [12.5016, -8.5378, 1.9224], [10.1379, -8.7884, 1.0292], [10.8857, -7.1355, 0.7056], [8.0087, -7.4597, 0.0594], [7.1936, -6.5866, 1.3769], [8.6167, -5.9792, 0.4213], [7.9131, -9.0815, 2.0340], [8.7024, -8.9139, 3.5829], [7.3356, -7.8281, 3.1088], [10.8997, -4.4588, 5.2659], [10.4592, -4.0372, 3.7313], [12.2829, -4.5611, 4.1276], [8.2232, -4.8314, 3.0442], [7.9335, -3.7787, 10.5620], [8.1048, -3.1895, 9.1020], [7.5792, -1.7587, 8.8921], [8.4873, -0.6171, 9.5863], [9.9425, -0.8208, 9.0599], [10.5170, -2.3201, 9.0800], [9.4860, -3.1780, 8.5872], [9.9950, -4.4514, 8.6664], [11.6556, -2.3765, 8.0371], [11.1058, -2.6740, 10.3450], [7.3154, -4.0017, 7.9549], [6.9402, -4.1240, 10.8486], [8.2027, -2.9656, 11.2362], [8.6889, -4.5130, 10.8420], [7.3462, -1.2658, 7.9483], [6.6070, -1.6787, 9.3785], [8.3146, -0.7644, 10.6524], [8.2634, 0.4079, 9.2908], [10.6716, -0.1726, 9.5460], [9.8491, -0.4387, 8.0433], [11.2745, -2.4394, 7.0179], [12.1328, -1.4059, 7.9018], [12.4305, -3.1268, 8.1944], [11.8741, -1.9964, 10.7174], [10.4233, -2.6794, 11.1949], [11.6217, -3.6341, 10.3320], [7.6533, -5.0375, 7.9237], [7.3881, -3.6474, 6.9267], [6.2438, -3.9998, 8.1542], [10.2452, -4.5790, 7.7484], [5.8181, -7.9839, 15.8350], [6.7619, -7.9039, 14.7073], [7.6366, -9.1604, 14.7244], [8.4217, -9.4304, 13.4525], [7.4756, -9.3823, 12.2683], [6.5128, -8.0432, 12.1975], [5.9472, -7.7794, 13.4335], [5.0188, -6.6776, 13.4992], [7.3603, -6.9335, 11.6500], [5.4116, -8.4488, 11.2685], [7.8041, -6.7486, 14.8484], [4.9472, -8.6293, 15.7202], [5.5485, -6.9431, 16.0143], [6.4742, -8.3575, 16.6212], [8.3678, -9.1221, 15.5319], [7.2064, -10.1266, 14.9879], [9.0019, -10.3398, 13.6088], [9.2059, -8.7170, 13.1989], [6.8454, -10.2593, 12.4155], [8.0289, -9.4373, 11.3307], [6.7827, -6.0333, 11.4401], [8.2226, -6.6475, 12.2524], [7.7781, -7.1565, 10.6683], [5.8114, -9.0171, 10.4287], [4.7807, -9.1383, 11.8293], [4.6894, -7.7294, 10.8824], [7.9026, -6.3358, 15.8524], [7.4773, -5.8577, 14.3122], [8.8639, -6.9991, 14.8937], [4.2114, -7.1606, 13.3084], [2.1633, -5.9559, 11.4700], [2.4141, -5.3417, 10.0591], [2.0871, -6.5398, 9.0432], [0.5462, -6.7193, 8.9427], [-0.0646, -5.4093, 8.3205], [0.0323, -4.2556, 9.2871], [1.5065, -4.1216, 9.6616], [1.7066, -3.0445, 10.5794], [-0.5300, -2.9697, 8.6515], [-0.9426, -4.4792, 10.5590], [3.8492, -4.8851, 9.9577], [2.4765, -5.2236, 12.2141], [2.7998, -6.8305, 11.6045], [1.1363, -6.0870, 11.8109], [2.5043, -6.4484, 8.0404], [2.6008, -7.4099, 9.4520], [0.0182, -6.9299, 9.8727], [0.2957, -7.5973, 8.3474], [-1.1249, -5.4661, 8.0743], [0.4718, -5.1989, 7.3952], [-0.4538, -2.1393, 9.3535], [-0.0155, -2.7243, 7.7224], [-1.5837, -2.9268, 8.3760], [-1.1361, -5.5188, 10.8231], [-0.6201, -3.9049, 11.4276], [-1.9835, -4.1711, 10.4605], [4.0731, -4.5366, 8.9495], [4.6617, -5.5739, 10.1891], [3.9811, -3.9831, 10.5554], [2.0721, -2.3086, 10.0829], [16.8818, -8.2641, 12.6135], [16.0242, -6.9752, 12.7678], [16.8881, -5.6175, 12.7486], [17.4027, -5.2629, 11.4065], [16.1663, -5.3139, 10.3516], [15.3500, -6.6441, 10.2820], [14.9375, -6.7923, 11.6984], [13.7679, -7.4910, 11.9338], [14.2073, -6.3444, 9.3821], [16.1573, -7.8177, 9.6658], [15.4294, -6.8569, 14.1622], [17.6575, -8.0462, 11.8793], [16.4308, -9.2454, 12.4656], [17.6112, -8.4646, 13.3982], [16.4668, -4.6969, 13.1525], [17.7606, -5.5874, 13.4013], [18.1004, -6.0697, 11.1820], [17.9387, -4.3186, 11.3107], [16.4513, -5.0454, 9.3343], [15.6113, -4.3828, 10.4654], [13.7424, -5.5482, 9.9636], [14.4109, -6.0156, 8.3630], [13.6471, -7.2790, 9.3525], [15.5506, -8.7233, 9.6639], [16.2805, -7.6627, 8.5940], [17.1911, -8.1031, 9.8607], [14.8880, -7.7949, 14.2860], [14.7540, -6.0046, 14.2367], [16.1185, -6.7952, 15.0045], [13.2314, -6.8706, 12.4325], [16.5839, -0.9721, 12.1420], [16.3495, 0.1828, 11.2099], [15.7392, -0.1928, 9.7990], [14.3512, -0.6126, 9.9130], [13.6115, 0.5597, 10.5356], [14.0566, 1.1000, 11.9278], [15.5821, 1.1930, 11.8893], [16.2219, 1.8400, 12.9414], [13.3212, 2.5133, 12.1649], [13.5288, 0.1130, 12.9659], [17.7139, 0.7788, 10.8293], [16.9804, -0.6576, 13.1074], [17.4068, -1.6075, 11.8148], [15.7091, -1.5887, 12.3482], [15.7960, 0.5975, 9.0504], [16.3000, -0.9976, 9.3239], [14.3696, -1.5725, 10.4290], [13.9892, -0.7107, 8.8895], [12.6325, 0.0809, 10.5556], [13.6187, 1.3159, 9.7506], [12.6703, 2.3713, 13.0276], [14.0401, 3.1853, 12.6336], [12.6969, 2.9613, 11.3919], [12.4629, -0.0821, 12.8481], [14.0285, -0.8542, 12.9113], [13.6971, 0.4935, 13.9733], [18.3522, 0.8539, 11.7097], [17.5371, 1.8084, 10.5184], [18.1172, 0.2552, 9.9625], [15.9464, 2.7462, 12.7851], [13.9797, 4.7688, 3.6070], [12.6965, 4.0676, 4.1412], [12.7769, 2.6034, 3.4358], [11.7132, 1.6932, 4.1402], [12.0526, 1.5852, 5.6456], [11.9368, 3.0128, 6.3280], [12.8261, 3.9810, 5.6474], [12.7424, 5.2276, 6.1685], [10.4787, 3.3855, 6.5185], [12.3853, 2.7851, 7.8262], [11.5384, 4.9065, 3.5352], [13.8787, 4.7445, 2.5219], [14.8651, 4.1428, 3.7180], [14.2116, 5.7374, 4.0499], [12.5112, 2.5867, 2.3788], [13.7829, 2.1840, 3.4433], [11.8712, 0.7078, 3.7018], [10.6934, 2.0622, 4.0312], [13.0144, 1.1254, 5.8732], [11.3391, 0.9042, 6.1095], [10.3427, 4.3118, 7.0766], [10.0327, 3.7680, 5.6004], [9.8248, 2.5780, 6.8477], [11.7700, 2.0278, 8.3120], [13.4052, 2.4258, 7.9633], [12.4744, 3.7197, 8.3800], [10.5757, 4.5777, 3.9265], [11.3674, 4.5194, 2.5308], [11.7136, 5.9718, 3.3850], [11.9116, 5.5080, 5.7776]]
}

---

Record 2
{
  "formula": "C37H33ClN3O2P2PbS",
  "method": "ωB97M-V with the def2-TZVPD basis set",
  "multiplicity": 1,
  "total_charge": 1,
  "symbols": ["Pb", "N", "P", "C", "C", "C", "C", "C", "C", "C", "C", "C", "C", "C", "C", "P", "C", "C", "C", "C", "C", "C", "C", "C", "C", "C", "C", "C", "H", "H", "H", "H", "H", "H", "H", "H", "H", "H", "H", "H", "H", "H", "H", "H", "H", "H", "H", "H", "H", "Cl", "C", "C", "C", "C", "C", "C", "C", "O", "O", "H", "H", "H", "H", "C", "C", "C", "C", "N", "C", "S", "N", "C", "H", "H", "H", "H", "H", "H", "H", "H"],
  "xyz": [[1.0047, -2.2243, -1.9755], [0.0142, 1.0006, -0.5997], [2.6768, -0.9412, -0.6614], [3.5433, 0.5931, -1.0349], [4.0462, 1.3983, -0.0127], [4.5702, 2.6404, -0.3154], [4.5904, 3.0904, -1.6253], [4.0963, 2.2908, -2.6433], [3.5797, 1.0436, -2.3537], [3.1550, -1.3609, 1.0453], [4.4132, -1.9222, 1.2460], [4.8195, -2.2799, 2.5175], [3.9679, -2.0850, 3.5945], [2.7141, -1.5292, 3.3956], [2.3001, -1.1665, 2.1251], [-1.4709, 0.0943, -0.5723], [-2.4979, 1.4948, -1.1849], [-3.4815, 1.2575, -2.1381], [-4.1646, 2.3184, -2.7095], [-3.8742, 3.6177, -2.3255], [-2.9175, 3.8531, -1.3496], [-2.2279, 2.7990, -0.7821], [-1.7383, 0.1547, 1.2436], [-2.6878, -0.6959, 1.8065], [-2.8702, -0.7313, 3.1773], [-2.0957, 0.0724, 3.9976], [-1.1610, 0.9265, 3.4434], [-0.9840, 0.9751, 2.0734], [0.7421, 0.5066, -0.0548], [4.0193, 1.0504, 1.0102], [4.9453, 3.2699, 0.4768], [4.9867, 4.0669, -1.8521], [4.0952, 2.6471, -3.6619], [3.1879, 0.4210, -3.1458], [5.0614, -2.0800, 0.3951], [5.7949, -2.7198, 2.6668], [4.2773, -2.3804, 4.5866], [2.0515, -1.3733, 4.2351], [1.3122, -0.7466, 1.9780], [-3.7071, 0.2427, -2.4392], [-4.9179, 2.1311, -3.4612], [-4.3826, 4.4483, -2.7928], [-2.7049, 4.8607, -1.0220], [-1.4735, 2.9916, -0.0333], [-3.2996, -1.3143, 1.1627], [-3.6231, -1.3689, 3.6177], [-2.2305, 0.0457, 5.0671], [-0.5705, 1.5637, 4.0828], [-0.2646, 1.6565, 1.6479], [0.9366, 7.4272, -0.1482], [0.8990, 5.8599, -0.8572], [1.3508, 4.7680, -0.1284], [1.3005, 3.5032, -0.6799], [0.8330, 3.3290, -1.9818], [0.4280, 4.4420, -2.7204], [0.4329, 5.7014, -2.1572], [0.7764, 2.0250, -2.6684], [0.9712, 1.8564, -3.8412], [0.4594, 0.8995, -1.9597], [1.7498, 4.9103, 0.8636], [1.6699, 2.6761, -0.0952], [0.1111, 4.2944, -3.7415], [0.0786, 6.5521, -2.7192], [-4.0175, -4.9699, 2.1801], [-3.0207, -5.0518, 1.0833], [-3.0592, -5.9229, 0.0228], [-2.0465, -5.8428, -0.9648], [-1.0839, -4.9431, -0.8873], [-1.0229, -4.1412, 0.1612], [0.2253, -3.0285, 0.4182], [-1.9889, -4.1808, 1.1312], [-2.0215, -6.7590, -2.1305], [-4.7722, -5.7418, 2.0802], [-4.5057, -3.9948, 2.1737], [-3.5245, -5.0859, 3.1449], [-3.8407, -6.6580, -0.0660], [-1.9091, -3.5064, 1.8860], [-3.0172, -6.8830, -2.5505], [-1.6825, -7.7435, -1.8062], [-1.3294, -6.3923, -2.8846]]
}

---

Record 3
{
  "formula": "C13H14BCl4NO",
  "method": "ωB97M-V with the def2-TZVPD basis set",
  "multiplicity": 1,
  "total_charge": 0,
  "symbols": ["Cl", "B", "Cl", "Cl", "O", "C", "C", "C", "C", "C", "Cl", "C", "C", "H", "H", "H", "H", "H", "C", "C", "C", "N", "C", "C", "C", "H", "H", "H", "H", "H", "H", "H", "H", "H"],
  "xyz": [[-4.7542, -1.8903, -0.0827], [-3.7715, -0.6709, -1.0601], [-4.1678, -0.6416, -2.8925], [-3.9955, 1.0665, -0.3560], [-2.3410, -1.0577, -0.8929], [-1.3497, -0.4482, -1.4392], [-0.1275, -1.1568, -1.6451], [0.8721, -0.5453, -2.4305], [2.1140, -1.1450, -2.5707], [2.3653, -2.3601, -1.9098], [3.9221, -3.0585, -2.0100], [1.3528, -3.0127, -1.1848], [0.1068, -2.4248, -1.0576], [-1.4630, 0.5792, -1.8023], [0.6285, 0.3997, -2.9169], [2.8951, -0.6813, -3.1722], [1.5620, -3.9734, -0.7240], [-0.6891, -2.9153, -0.5031], [-1.0345, -0.2991, 2.9556], [-0.2959, 0.6460, 2.0993], [-0.7261, 1.2167, 0.8907], [0.1860, 2.1920, 0.5427], [1.2178, 2.2191, 1.4485], [2.3283, 3.1784, 1.3425], [0.9642, 1.2422, 2.4124], [-0.3440, -0.7744, 3.6612], [-1.7990, 0.2042, 3.5660], [-1.5493, -1.0714, 2.3713], [-1.6630, 1.0808, 0.3710], [0.0952, 2.8322, -0.2430], [3.1245, 2.8514, 2.0203], [2.7328, 3.2193, 0.3223], [2.0095, 4.1931, 1.6262], [1.5939, 1.0057, 3.2630]]
}

---

Record 4
{
  "formula": "C2H6OS2",
  "method": "ωB97M-V with the def2-TZVPD basis set",
  "multiplicity": 1,
  "smiles": "CS[C@@H](O)S",
  "total_charge": 0,
  "symbols": ["C", "C", "O", "S", "S", "H", "H", "H", "H", "H", "H"],
  "xyz": [[-1.7036, 0.7971, 0.3699], [0.6791, -0.6368, -0.2852], [0.8071, -1.4981, -1.3577], [2.4286, 0.1278, 0.0959], [-0.2448, 0.8488, -0.7700], [-2.5493, 0.2985, -0.0113], [-1.5802, 1.8540, 0.6706], [-1.3828, 0.3861, 1.3513], [0.3354, -1.2051, 0.6192], [0.6488, -1.0232, -2.1561], [2.5616, 0.0509, 1.4733]]
}

---

no.,maximum force (eV/A),energy (eV)
1,4.17,-92234.3069
2,1.12,-94647.0596
3,2.34,-68015.3337
4,3.78,-25887.7740